Below is C46H55ClKN3O5S as an isolated structure at a distorted geometry, with properties calculated with ωB97M-V/def2-TZVPD.

```
112
Properties=species:S:1:pos:R:3:forces:R:3
K -0.354578 -1.566216 -0.229554 -0.5 0.9 0.1
C 0.160142 -4.686394 3.229992 0.0 0.0 0.0
C -0.244583 -5.859895 2.609773 0.0 0.0 0.0
C -0.965645 -5.789544 1.434322 0.0 0.0 0.1
C -1.283913 -4.538643 0.884324 -0.1 -0.2 -0.1
N -0.912695 -3.419514 1.511782 0.1 -0.1 0.1
C -0.197957 -3.492111 2.629775 -0.1 -0.1 0.0
C -2.030889 -4.420564 -0.412899 0.1 0.0 0.0
C -1.978247 -5.515698 -1.287649 0.0 0.1 0.0
C -2.680458 -5.498229 -2.481633 0.0 0.0 0.0
C -3.421116 -4.369688 -2.809039 0.0 0.0 0.0
C -3.410198 -3.274420 -1.951054 0.1 0.0 0.0
C -2.719868 -3.226281 -0.725359 -0.1 0.0 0.1
H 0.749451 -4.689236 4.137437 0.0 0.0 0.0
H 0.009973 -6.824297 3.035287 0.0 0.0 0.0
H -1.285587 -6.696229 0.942653 0.0 0.0 0.0
H 0.106162 -2.541153 3.058042 0.0 0.0 0.0
H -1.345094 -6.369188 -1.074764 0.0 0.0 0.0
H -2.619849 -6.340766 -3.162081 0.0 0.0 0.0
H -3.973739 -4.334510 -3.745496 0.0 0.0 0.0
H -3.954706 -2.388858 -2.289957 0.0 0.0 0.0
C 4.136825 0.924863 -0.905785 0.0 0.0 0.0
C 3.758059 0.032380 0.279711 0.0 0.1 0.0
C 4.504823 -1.300012 0.211911 0.0 0.0 0.0
C 4.012897 0.717087 1.610153 0.0 0.0 0.1
C 5.315358 1.085533 1.935539 -0.1 0.0 0.0
C 5.622705 1.677209 3.147275 0.1 0.0 0.0
C 4.613085 1.880266 4.075098 0.0 0.0 0.0
C 3.298034 1.525387 3.802076 0.0 0.0 0.0
C 2.248843 1.751706 4.877404 0.0 0.0 0.0
C 1.223570 2.829888 4.519860 0.0 0.0 0.0
C 1.556642 0.456528 5.311120 0.0 0.0 0.0
C 2.993251 0.975925 2.543542 -0.1 -0.2 -0.1
N 1.654101 0.606124 2.281639 0.1 0.3 0.0
C 0.949319 1.245289 1.425048 -0.1 -0.2 -0.1
C 1.281418 2.364213 0.544098 0.0 0.0 0.0
C 2.193075 3.360533 0.885979 0.0 0.0 0.0
C 2.529558 4.387449 0.019229 0.0 0.0 0.0
C 1.945133 4.383066 -1.249528 0.0 0.0 0.0
C 1.024487 3.429517 -1.618099 0.0 0.1 0.0
C 0.604801 2.387761 -0.730180 0.0 -0.1 0.1
N -0.300093 1.450243 -1.043597 0.1 0.3 -0.1
C -0.987421 1.637354 -2.250480 0.0 -0.1 0.1
C -2.044029 2.569654 -2.366434 -0.1 0.1 0.0
C -2.752259 2.659978 -3.560133 0.0 0.0 0.0
C -2.452566 1.852488 -4.646215 0.0 0.0 0.0
C -1.415177 0.940311 -4.535309 0.0 0.0 0.0
C -0.674502 0.828065 -3.364364 0.0 -0.1 0.0
C 0.464897 -0.170664 -3.287484 0.0 0.0 0.0
C 1.531445 0.083681 -4.353548 0.0 0.0 0.0
C -0.038826 -1.611337 -3.372763 -0.1 -0.2 -0.1
C -2.430675 3.476517 -1.209592 0.0 0.0 0.0
C -2.102838 4.943298 -1.502935 0.0 0.0 0.0
C -3.915799 3.360338 -0.852817 0.0 0.0 0.0
H 3.883109 0.420296 -1.841169 0.0 0.0 0.0
H 5.213289 1.121521 -0.919183 0.0 0.0 0.0
H 3.614085 1.880752 -0.875701 0.0 0.0 0.0
H 2.693346 -0.188461 0.202585 0.0 0.0 0.0
H 5.583936 -1.146037 0.311033 0.0 0.0 0.0
H 4.315296 -1.794463 -0.738905 0.0 0.0 0.0
H 4.181696 -1.976797 1.003414 0.0 0.0 0.0
H 6.101617 0.900306 1.212981 0.0 0.0 0.0
H 6.643237 1.961863 3.375855 0.0 0.0 0.0
H 4.844729 2.321094 5.039775 0.0 0.0 0.0
H 2.804439 2.127231 5.745197 0.0 0.0 0.0
H 0.582406 2.521277 3.695827 0.0 0.0 0.0
H 1.711448 3.764861 4.236199 0.0 0.0 0.0
H 0.582191 3.029145 5.383311 0.0 0.0 0.0
H 0.948204 0.052293 4.503788 0.0 0.0 0.0
H 0.911790 0.647185 6.173850 0.0 0.0 0.0
H 2.291950 -0.299667 5.593147 0.0 0.0 0.0
H -0.056669 0.857546 1.282679 0.0 0.0 0.1
H 2.659490 3.332011 1.861816 0.0 0.0 0.0
H 3.243237 5.146709 0.311017 0.0 0.0 0.0
H 2.218874 5.145020 -1.973991 0.0 0.0 0.0
H 0.606632 3.459564 -2.616780 0.0 0.0 0.0
H -3.563778 3.376701 -3.638608 0.0 0.0 0.0
H -3.025995 1.928950 -5.562899 0.0 0.0 0.0
H -1.170462 0.297448 -5.374338 0.0 0.0 0.0
H 0.940640 -0.010669 -2.318423 0.0 -0.1 0.0
H 1.128700 -0.052832 -5.361421 0.0 0.0 0.0
H 2.360640 -0.615736 -4.228035 0.0 0.0 0.0
H 1.920757 1.101362 -4.280021 0.0 0.0 0.0
H -0.465685 -1.823472 -4.358027 0.1 0.1 0.0
H -0.845872 -1.822068 -2.666603 0.0 0.0 -0.1
H 0.768356 -2.325593 -3.196447 0.0 0.0 0.0
H -1.850390 3.155464 -0.342576 0.0 0.0 0.0
H -2.693998 5.304003 -2.350609 0.0 0.0 0.0
H -1.048179 5.082163 -1.733882 0.0 0.0 0.0
H -2.345607 5.568166 -0.638661 0.0 0.0 0.0
H -4.544992 3.750518 -1.657617 0.0 0.0 0.0
H -4.135167 3.937169 0.049320 0.0 0.0 0.0
H -4.210793 2.326256 -0.675844 0.0 0.1 0.0
O 3.277740 -4.576708 -0.072513 0.0 0.0 0.0
Cl 2.371971 -4.013009 -1.038393 -0.1 -0.1 0.0
O 3.114448 -3.446693 -2.140884 0.0 0.0 0.0
O 1.600605 -2.952011 -0.402616 0.6 -0.3 -0.1
O 1.465630 -5.018605 -1.523440 0.0 -0.1 0.0
O -1.924031 -0.183161 2.028087 0.1 0.0 0.0
S -2.982587 0.674619 1.410125 0.0 0.1 0.0
C -4.569643 0.200479 2.190507 0.0 0.0 0.1
C -5.251569 -0.808727 1.277637 0.0 0.0 0.0
C -4.977349 -0.312814 -0.139499 0.0 0.0 0.0
C -3.470483 -0.088592 -0.159951 0.0 -0.1 0.1
H -5.162468 1.112272 2.301395 0.0 0.0 0.0
H -4.300259 -0.172155 3.178368 0.0 0.0 0.0
H -6.317564 -0.899969 1.500415 0.0 0.0 0.0
H -4.785832 -1.790490 1.391900 0.0 0.0 0.0
H -5.548345 0.597453 -0.354498 0.0 0.0 0.0
H -5.238155 -1.067414 -0.882494 0.0 0.0 0.0
H -3.064667 0.492168 -0.986375 -0.1 0.0 0.0
H -3.028698 -1.106922 -0.134142 0.1 0.0 -0.1
```
Positions in Å, forces in eV/Å.

- total charge = -2
- ΔE to the lowest compared entry with this formula, charge and spin (kcal/mol) = 0.0
- calculated total energy (eV) = -102980.5003
- multiplicity = 1
- Kohn-Sham gap (eV) = 5.68
- E_HOMO (eV) = -1.76

***

Below is C46H56FeN3O as an isolated structure at a distorted geometry, with properties calculated with ωB97M-V/def2-TZVPD.

```
107
Properties=species:S:1:pos:R:3:forces:R:3
C 2.609913 -2.428295 -1.423305 0.1 0.1 0.2
C 1.882360 -1.649881 -2.514698 -0.1 0.5 0.1
C 1.713353 -2.471193 -3.792253 -0.1 0.1 -0.1
C 2.580933 -0.316517 -2.794430 -0.4 -0.3 0.0
C 3.883994 -0.320165 -3.293583 0.1 0.2 0.0
C 4.550089 0.872737 -3.559438 -0.2 0.0 0.1
C 3.901471 2.087626 -3.341190 0.1 -0.1 0.0
C 2.589869 2.123961 -2.871018 -0.3 0.2 0.3
C 1.888683 3.457673 -2.618062 -0.1 -0.3 -0.3
C 2.272618 4.536462 -3.632721 -0.1 -0.1 -0.1
C 2.146461 3.935909 -1.195268 0.0 -0.1 0.2
C 1.936690 0.911553 -2.580744 -0.1 -0.1 -0.4
N 0.578402 0.921464 -2.083973 -0.5 0.1 0.7
N -0.481144 0.957663 -2.924719 -1.8 -0.3 -0.1
N -1.560430 0.924764 -2.101080 2.5 0.1 0.3
C -2.916418 0.911627 -2.617976 0.0 0.0 -0.2
C -3.561967 -0.313095 -2.829879 0.4 -0.5 0.0
C -2.861324 -1.649924 -2.558364 0.1 0.5 0.0
C -2.701108 -2.464864 -3.842800 0.0 0.1 -0.1
C -3.582203 -2.437513 -1.468621 -0.1 0.0 0.1
C -4.869431 -0.305575 -3.317866 -0.1 0.2 0.0
C -5.527552 0.893269 -3.583168 0.2 0.0 0.1
C -4.867826 2.101029 -3.367521 0.0 -0.1 0.1
C -3.559939 2.125447 -2.882294 0.3 0.4 0.0
C -2.856653 3.468503 -2.662512 0.1 -0.5 0.0
C -3.576696 4.298801 -1.604347 -0.1 0.0 0.1
C -2.695260 4.234397 -3.975436 0.1 -0.1 -0.1
C -1.190037 0.912465 -0.776916 -1.9 0.0 -2.1
C -2.163317 0.932626 0.301835 -0.6 -0.1 1.2
C 0.189438 0.897124 -0.725141 3.0 0.0 0.3
C 1.075837 0.870323 0.331418 -0.9 0.1 -0.6
H 2.670433 -1.818667 -0.512888 0.0 -0.2 -0.1
H 2.071748 -3.353610 -1.186242 0.1 0.2 0.0
H 3.628406 -2.687875 -1.743140 -0.2 0.0 0.1
H 0.882714 -1.400581 -2.141941 0.1 -0.1 0.0
H 1.149139 -1.893555 -4.534653 0.1 -0.2 0.0
H 2.687581 -2.738642 -4.222191 -0.2 0.0 0.0
H 1.160127 -3.393076 -3.578817 0.1 0.1 0.0
H 4.378559 -1.278637 -3.465645 -0.1 0.3 0.0
H 5.573307 0.859966 -3.935580 -0.2 0.0 0.1
H 4.426707 3.024326 -3.535974 -0.2 -0.3 0.0
H 0.812992 3.259905 -2.732153 0.2 0.1 0.0
H 2.127219 4.171972 -4.655643 0.1 0.1 0.1
H 1.639373 5.419173 -3.488282 0.1 -0.1 0.0
H 3.317965 4.845220 -3.508835 -0.2 0.0 -0.1
H 1.792095 3.194926 -0.469665 0.1 0.2 0.0
H 3.223005 4.088485 -1.035942 -0.2 0.0 0.0
H 1.628787 4.884304 -1.014661 0.1 -0.1 0.0
H -1.856336 -1.407221 -2.192489 -0.1 -0.1 0.0
H -2.145503 -1.882090 -4.587698 -0.1 -0.2 0.1
H -2.142737 -3.386059 -3.640111 -0.1 0.1 0.0
H -3.678788 -2.733087 -4.264502 0.2 0.0 0.1
H -3.672261 -1.835034 -0.554859 0.0 -0.3 -0.2
H -4.591800 -2.719112 -1.799325 0.2 0.0 0.1
H -3.025144 -3.350685 -1.224512 -0.2 0.2 0.0
H -5.374578 -1.259086 -3.483700 0.1 0.3 0.0
H -6.552291 0.886597 -3.953787 0.2 0.0 0.1
H -5.371176 3.048436 -3.569607 0.1 -0.3 0.0
H -1.852115 3.236876 -2.288885 -0.1 0.1 0.0
H -3.652007 3.738410 -0.663840 -0.1 0.2 -0.2
H -3.022071 5.223973 -1.411343 -0.1 -0.1 0.0
H -4.589826 4.560692 -1.937825 0.2 0.0 0.1
H -2.140392 3.621912 -4.696304 -0.1 0.2 0.1
H -3.672175 4.489183 -4.406485 0.2 0.0 0.0
H -2.134683 5.160684 -3.805065 -0.1 -0.1 0.0
H -1.602947 0.948786 1.248037 -0.4 0.0 -0.2
H -2.816496 1.821858 0.271590 0.2 -0.3 0.0
H -2.812012 0.040951 0.310533 0.2 0.3 0.1
H 0.648868 0.918340 1.324921 0.4 -0.1 0.0
H 2.141317 0.835169 0.136840 -0.2 0.0 0.3
C 6.046005 1.626418 5.982093 -0.9 0.3 0.4
O 4.744703 1.967978 6.522888 1.1 0.1 -0.2
C 3.694653 1.203856 6.127455 -0.8 -1.0 -0.5
C 2.413572 1.483165 6.674776 1.1 0.1 -0.1
C 1.336085 0.704469 6.344507 -0.1 -0.4 -0.3
C 1.455668 -0.401561 5.439943 0.6 0.4 0.1
C 0.367500 -1.232188 5.159989 -0.4 -0.3 0.1
C 0.437615 -2.344012 4.232536 1.6 -0.5 -0.9
C 0.660735 -3.762379 4.560479 2.0 1.0 0.4
C 0.813021 -4.497133 3.332759 1.9 0.2 -0.3
C 0.651522 -3.570200 2.222029 1.8 0.1 0.0
C 0.401624 -2.261055 2.763413 2.0 0.8 0.6
Fe -0.920525 -3.552702 3.434861 0.0 0.3 -0.6
C -2.623264 -3.335309 2.464426 -1.9 -0.4 0.3
C -2.649807 -2.641664 3.742144 -1.9 -0.4 0.1
C -2.364816 -3.610640 4.784065 -2.0 -0.4 0.1
C -2.162625 -4.903960 4.152267 -2.0 -0.3 0.2
C -2.323186 -4.734276 2.719633 -1.9 -0.4 0.1
C 2.751590 -0.632170 4.868237 -0.6 -0.2 0.0
C 3.837596 0.135159 5.209142 0.2 0.8 0.6
H 6.707255 2.365226 6.429499 0.1 -0.1 -0.1
H 6.346534 0.609218 6.275263 -0.1 0.3 0.0
H 6.059984 1.710039 4.885035 0.0 0.0 0.3
H 2.336339 2.320069 7.365528 -0.1 -0.1 -0.1
H 0.356771 0.914092 6.772902 0.2 0.0 -0.1
H -0.561880 -1.090480 5.716626 0.1 0.2 0.0
H 0.774848 -4.115503 5.582207 -0.1 -0.1 -0.3
H 1.078473 -5.545650 3.241629 -0.2 0.2 0.0
H 0.798523 -3.803190 1.172111 -0.2 0.0 0.2
H 0.317443 -1.320019 2.228719 -0.1 -0.3 0.0
H -2.900874 -2.904719 1.506387 0.3 -0.1 0.2
H -2.954802 -1.610048 3.894306 0.3 -0.2 0.0
H -2.408148 -3.423586 5.853912 0.2 0.0 -0.3
H -2.004411 -5.845910 4.672238 0.1 0.3 -0.2
H -2.306039 -5.524826 1.974242 0.1 0.2 0.2
H 2.891782 -1.451913 4.166213 -0.3 0.1 0.1
H 4.816684 -0.086113 4.782273 -0.4 0.0 0.1
```
Positions in Å, forces in eV/Å.

- total charge = -1
- ΔE to the lowest compared entry with this formula, charge and spin (kcal/mol) = 40.6
- calculated total energy (eV) = -89509.1686
- multiplicity = 5
- Kohn-Sham gap (spin up / spin down) (eV) = 3.05 / 4.95
- E_HOMO (spin up / spin down) (eV) = -0.93 / -2.83
- <S²> = 6.128

***

Among the records above, which one has the highest multiplicity?
C46H56FeN3O